93
Properties=species:S:1:pos:R:3:forces:R:3 method="wB97M-V/def2-TZVPD" e_tot_ev=-81754.3229 s_squared=0.783 orbital_gap_ev="4.789 / 6.069" spin_multiplicity=2
Hg 0.000000 0.000000 0.000000 1.015 2.052 -0.613
C -1.801000 3.201300 3.819700 0.118 0.004 -0.059
C -2.590200 2.510800 2.730200 -3.593 0.205 2.300
C -3.964300 2.335000 2.881200 2.305 0.496 0.300
C -4.703800 1.639300 1.904100 1.923 -1.036 -2.743
N -4.040800 1.183400 0.787000 -3.006 0.446 1.607
N -2.731500 1.406400 0.619700 -1.999 -1.457 -1.309
B -1.836100 0.921800 -0.529800 -0.680 0.399 -2.339
N -1.846900 -0.774000 -1.002800 -2.626 -4.386 -2.527
N -3.138400 -0.884000 -1.344400 -1.938 -0.129 -0.712
C -3.792500 -1.925600 -1.910700 0.722 2.510 1.042
C -3.112800 -3.095700 -2.114000 1.419 -1.046 -0.099
C -1.765200 -3.184500 -1.838700 -2.378 -0.534 -0.341
C -1.147800 -4.550000 -2.177600 0.365 0.140 0.145
C -1.022600 -2.048800 -1.333000 -3.887 -0.410 -0.637
S 0.514300 -2.441300 -1.323700 3.157 -0.395 -0.918
C -5.247000 -1.723000 -2.372300 -0.328 0.468 -0.282
C -5.268200 -0.559300 -3.390000 0.088 0.415 -0.210
C -5.874500 -2.962800 -3.055700 0.377 -0.293 -0.058
C -6.112300 -1.355100 -1.173700 -0.210 0.235 0.432
N -1.577500 1.799900 -1.752900 -1.140 -0.930 0.837
N -2.421600 2.809500 -1.957000 -1.861 2.354 -1.130
C -2.422700 3.546200 -3.097700 0.569 -1.744 1.933
C -1.465800 3.255200 -4.079000 0.444 -0.536 -0.157
C -0.550000 2.212900 -3.888200 -1.022 1.463 -0.437
C 0.454500 1.918800 -4.980900 0.105 -0.180 0.093
C -0.626300 1.454000 -2.694100 -6.317 9.354 -2.920
S 0.278500 0.328800 -2.469700 8.530 -9.507 1.571
C -3.498500 4.611800 -3.317700 -0.502 0.056 0.563
C -2.849200 5.988000 -3.552300 0.251 0.272 -0.105
C -4.436900 4.709000 -2.091100 -0.093 -0.121 0.292
C -4.354500 4.222500 -4.543500 -0.089 -0.228 -0.337
C -1.993100 2.007300 1.563200 -10.521 0.588 2.693
S -0.588000 2.030400 1.338000 15.252 4.738 -0.310
C -6.205100 1.356700 2.075600 -0.299 -0.293 -0.342
C -6.961800 1.899500 0.847100 -0.206 0.129 -0.398
C -6.402400 -0.164100 2.227500 0.015 -0.468 0.193
C -6.827500 2.015600 3.332600 0.317 0.268 0.212
H -2.450000 3.519000 4.663300 0.250 -0.276 -0.633
H -1.304100 4.104200 3.406800 -0.058 -0.572 0.257
H -1.030200 2.510300 4.221200 -0.273 0.512 -0.301
H -4.427600 2.711100 3.780300 -0.137 0.068 -0.022
H -3.614400 -3.948800 -2.544600 -0.034 -0.057 -0.007
H -1.884500 -5.289000 -2.559300 0.092 0.754 0.301
H -0.692100 -4.992700 -1.266500 0.007 0.299 -0.625
H -0.373200 -4.439800 -2.966200 -0.266 -0.063 0.654
H -4.643300 -0.806900 -4.274700 -0.342 0.165 0.450
H -4.873000 0.376800 -2.938200 -0.177 -0.605 -0.216
H -6.304100 -0.357000 -3.739200 0.549 -0.195 0.202
H -5.299800 -3.249600 -3.963200 -0.347 0.055 0.510
H -6.917200 -2.748000 -3.376600 0.683 0.022 0.278
H -5.910100 -3.826000 -2.356600 0.020 0.409 -0.445
H -5.702300 -0.436600 -0.722400 -0.161 -0.423 0.010
H -6.106700 -2.178000 -0.426400 -0.042 0.515 -0.338
H -7.162700 -1.157000 -1.477700 0.562 -0.162 0.123
H -1.446300 3.822800 -5.000200 0.020 -0.037 -0.042
H 0.345700 2.611900 -5.842200 -0.071 -0.350 0.658
H 0.309900 0.883300 -5.355400 0.305 0.526 0.211
H 1.485200 2.024400 -4.582200 -0.470 -0.275 -0.253
H -2.234300 6.281200 -2.674900 -0.332 -0.138 -0.519
H -3.630000 6.763600 -3.710900 0.424 -0.474 0.114
H -2.197900 5.977800 -4.451300 -0.309 0.038 0.507
H -3.866500 4.993300 -1.180600 -0.366 -0.250 -0.518
H -4.940200 3.735200 -1.900500 0.392 0.602 -0.044
H -5.226500 5.473400 -2.258500 0.509 -0.379 -0.032
H -3.741100 4.165700 -5.467300 -0.340 0.011 0.494
H -5.158800 4.969800 -4.717200 0.481 -0.383 0.168
H -4.831600 3.230200 -4.384600 0.286 0.584 -0.104
H -6.590300 1.460300 -0.096400 -0.101 0.185 0.493
H -6.834900 3.001500 0.774400 -0.096 -0.607 0.049
H -8.047900 1.676100 0.924100 0.592 0.129 0.022
H -5.958600 -0.724500 1.395500 -0.164 0.271 0.173
H -7.481200 -0.422900 2.294900 0.579 0.192 -0.025
H -5.898300 -0.525900 3.150200 -0.338 0.242 -0.427
H -6.718800 3.121000 3.295800 -0.076 -0.599 0.107
H -6.354200 1.634300 4.263500 -0.266 0.279 -0.504
H -7.912900 1.783400 3.399800 0.700 0.077 -0.208
C 3.128200 -2.784100 3.275300 -0.023 0.358 0.693
C 2.867400 -3.120000 1.809700 0.235 -0.369 0.370
C 4.185300 -3.107000 1.042700 0.507 0.243 -0.603
C 2.236300 -4.506000 1.711800 -0.550 -0.566 -0.226
C 1.953300 -2.122900 1.230000 -0.232 0.659 0.329
N 1.231800 -1.341500 0.778700 5.410 -4.280 1.941
H 3.819000 -3.535600 3.716100 -0.431 0.460 -0.297
H 2.174800 -2.796800 3.843200 0.607 0.071 -0.209
H 3.591400 -1.779100 3.357300 -0.282 -0.567 0.103
H 4.879800 -3.859300 1.474700 -0.467 0.462 -0.230
H 4.654600 -2.103900 1.111300 -0.155 -0.601 -0.135
H 4.005600 -3.355700 -0.023600 0.233 0.176 0.559
H 2.923300 -5.264000 2.146400 -0.395 0.517 -0.248
H 2.046700 -4.762400 0.649200 0.007 0.043 0.621
H 1.278200 -4.528500 2.271000 0.501 -0.115 -0.367
H 0.273600 0.013300 1.664900 -0.927 0.517 1.951

=====

9
Properties=species:S:1:pos:R:3:forces:R:3 method="wB97M-V/def2-TZVPD" smiles="O=C1COC1" e_tot_ev=-7268.2481 orbital_gap_ev=10.793 e_above_lowest_kcal_mol=56.2 spin_multiplicity=1
O -1.074712 -1.531360 -0.623634 -0.488 0.019 -0.219
C -0.461367 -0.607823 -0.187185 0.667 -2.116 1.054
C -0.780312 0.809038 -0.024709 2.188 1.201 -0.052
O 0.890546 0.931414 -0.080314 -2.805 2.208 -0.686
C 1.011243 -0.434857 0.141915 -0.699 -1.138 -0.094
H -1.025748 1.254573 0.918694 -0.019 -0.421 0.825
H -1.506775 1.213517 -0.726511 0.795 0.423 -0.807
H 1.628936 -0.957717 -0.576482 0.409 -0.036 -0.197
H 1.318188 -0.676786 1.158226 -0.047 -0.141 0.176

=====

53
Properties=species:S:1:pos:R:3:forces:R:3 method="wB97M-V/def2-TZVPD" smiles="CCc1ccc(CNC(=O)C[C@H]2C(=O)NCCN2Cc2ccccc2F)nc1" e_tot_ev=-34957.3004 orbital_gap_ev=9.471 e_above_lowest_kcal_mol=15.0 spin_multiplicity=1
C -4.770036 -2.104742 -0.959936 0.038 0.020 -0.226
H -5.240575 -2.909232 -1.520146 -0.082 -0.116 0.016
H -4.041080 -2.534248 -0.277349 0.034 -0.059 0.096
H -5.532839 -1.598808 -0.372536 -0.078 0.012 0.087
C -4.084254 -1.122610 -1.910740 -0.051 -0.082 0.184
C -3.424300 -0.015864 -1.144134 0.059 0.113 -0.082
C -2.055176 0.004960 -0.917807 -0.333 -0.128 -0.199
N -1.433502 0.947455 -0.231862 0.169 0.266 0.175
C -2.144061 1.940312 0.283267 -0.172 -0.022 -0.065
C -3.525506 2.016164 0.124015 0.076 -0.103 -0.022
C -4.166286 1.027455 -0.596488 0.194 -0.016 0.041
H -5.236878 1.064479 -0.744089 -0.112 0.008 -0.019
H -4.077402 2.837830 0.554860 -0.058 0.107 0.034
C -1.388818 2.994108 1.057107 0.093 0.073 0.277
N 0.024179 2.929841 0.796380 -0.356 0.400 -0.192
C 0.861698 2.288075 1.632479 0.496 0.294 -0.283
O 0.589423 1.989904 2.780193 -0.102 -0.271 0.387
C 2.189972 1.949884 0.972570 -0.184 -0.095 0.126
H 2.888252 1.569007 1.714839 -0.110 0.028 0.007
H 2.614285 2.852966 0.532413 0.011 -0.026 0.016
C 1.940941 0.884191 -0.125578 -0.125 0.063 0.115
N 2.831631 -0.255945 0.041422 0.264 0.067 -0.162
C 2.971034 -1.007121 -1.187516 0.310 0.105 -0.247
C 3.674164 -0.116392 -2.202050 0.093 -0.398 0.253
N 2.869727 1.063943 -2.398456 0.153 0.036 -0.439
C 2.052388 1.583774 -1.473670 -0.009 -0.187 -0.032
O 1.403701 2.595405 -1.701749 -0.172 0.297 0.058
H 2.948641 1.574518 -3.266587 -0.111 0.050 0.155
H 3.790784 -0.635311 -3.156416 -0.037 0.037 0.064
H 4.666221 0.155929 -1.821679 -0.066 -0.134 -0.065
H 3.577453 -1.892629 -0.994545 -0.067 0.023 -0.023
H 1.999724 -1.328852 -1.602635 0.053 -0.068 0.016
C 2.500887 -1.089498 1.193506 0.090 -0.082 0.022
C 1.158836 -1.782564 1.135384 0.104 -0.127 -0.098
C 0.998446 -3.016765 0.517209 -0.201 0.046 0.073
C -0.220529 -3.663096 0.443601 0.214 -0.062 -0.106
C -1.330523 -3.061279 1.009288 0.005 0.041 0.051
C -1.204135 -1.835543 1.639760 -0.096 -0.019 0.090
C 0.027315 -1.206723 1.704219 -0.018 -0.213 -0.011
H 0.118728 -0.263540 2.220243 0.045 0.159 0.061
H -2.065721 -1.366994 2.090456 -0.095 0.061 0.036
H -2.286058 -3.562623 0.969435 -0.077 -0.038 -0.003
H -0.282777 -4.624792 -0.041589 0.019 -0.096 -0.046
F 2.078285 -3.641056 -0.019423 -0.065 0.092 0.060
H 3.296532 -1.835125 1.277133 -0.061 0.097 0.094
H 2.522025 -0.460379 2.084247 0.024 -0.066 0.025
H 0.880233 0.567227 -0.073100 0.197 0.115 -0.102
H 0.314260 3.001203 -0.178333 0.098 -0.070 0.108
H -1.774922 3.987260 0.805898 -0.006 -0.097 0.086
H -1.526673 2.824895 2.131791 -0.031 0.120 -0.154
H -1.417415 -0.776710 -1.313780 -0.008 -0.169 -0.083
H -3.337283 -1.653772 -2.503556 -0.032 0.047 -0.075
H -4.827984 -0.702700 -2.592165 0.076 -0.032 -0.077

=====

38
Properties=species:S:1:pos:R:3:forces:R:3 method="wB97M-V/def2-TZVPD" smiles="CC(=O)OCCCCCc1nc(C)c2ccc(Cl)nn12" e_tot_ev=-35897.0345 orbital_gap_ev=7.965 e_above_lowest_kcal_mol=0.0 spin_multiplicity=1
O 2.971232 1.074503 -3.028056 -0.879 0.090 0.750
Cl -3.932250 -3.565852 3.205876 0.751 0.383 -0.526
N -2.220071 -1.642541 2.595011 -0.968 -2.387 -0.185
N 0.658424 0.154179 1.647621 0.234 -0.524 -0.048
O 0.733593 1.528722 -3.018822 1.115 0.723 0.653
C 2.025833 1.752883 -3.369271 1.136 -0.798 -0.925
C -2.408063 -2.961935 2.597774 2.406 1.450 0.733
C -0.610028 0.095493 2.010033 -0.042 0.911 0.338
C -1.283260 -3.919139 2.347533 0.138 0.118 -1.079
C -0.074108 -3.435075 1.903743 -1.439 2.116 0.890
C 0.093170 -1.973401 1.904910 1.550 -3.055 -0.534
C 1.140523 -1.134871 1.574656 -0.414 -0.134 -0.804
N -0.983586 -1.210097 2.226506 -0.860 1.119 -0.189
C 2.237877 2.789920 -4.434044 -0.951 0.314 -0.169
C 2.510417 -1.518909 1.000232 -0.523 0.293 0.979
C 0.596381 0.607123 -1.923558 -0.497 -1.167 0.519
C -1.506344 1.318925 2.067389 0.042 -0.872 -0.362
C -0.789693 0.698640 -1.291297 -0.084 0.340 0.147
C -2.140867 1.647585 0.701611 1.109 0.729 0.200
C -1.070533 1.944165 -0.379926 0.709 -1.571 -0.055
H -1.388447 -5.013905 2.341754 -0.558 0.719 0.212
H 0.746140 -4.042178 1.554232 -0.040 -0.223 0.227
H 3.278063 2.911368 -4.704353 0.174 -0.418 0.166
H 1.886922 3.768729 -4.121347 -0.385 0.070 -0.054
H 1.668095 2.446027 -5.307998 0.076 0.371 0.096
H 3.280371 -1.119369 1.690805 -0.180 0.058 -0.787
H 2.660424 -2.603820 1.010620 -0.258 0.113 0.000
H 2.626180 -1.184055 -0.046068 0.098 0.131 0.635
H 0.709820 -0.411333 -2.338120 0.093 0.372 0.120
H 1.353927 0.706138 -1.116065 -0.213 0.405 -0.788
H -2.279835 1.185123 2.799566 -0.481 -0.285 0.398
H -0.943201 2.183286 2.398111 0.443 -0.035 -0.015
H -1.572834 0.641269 -2.078994 0.422 -0.036 0.444
H -0.870224 -0.213545 -0.683005 -0.065 0.128 -0.104
H -2.647809 2.602796 0.824112 -0.527 -0.143 0.203
H -2.856286 0.878061 0.406980 0.055 0.066 -0.157
H -1.489304 2.670732 -1.024650 -0.176 1.087 -0.644
H -0.110648 2.344361 0.056497 -1.012 -0.457 -0.287

=====

no.,strongest force on any atom (hartree/bohr)
1,0.31065
2,0.07069
3,0.01249
4,0.06741